{"formula": "H27O14", "method": "wB97M-V/def2-TZVPD", "max_force_ev_per_a": 3.18, "s_squared": 0.75, "de_lowest_kcal_mol": 42.64, "gap_ev": [10.187, 4.967], "lumo_energy_ev": [-0.923, -6.098], "multiplicity": 2, "symbols": ["O", "H", "O", "H", "H", "O", "H", "H", "O", "H", "H", "O", "H", "H", "O", "H", "H", "O", "H", "H", "O", "H", "H", "O", "H", "H", "O", "H", "H", "O", "H", "H", "O", "H", "H", "O", "H", "H", "O", "H", "H"], "positions_angstrom": [[1.339, 3.963, -2.747], [0.797, 3.265, -2.289], [-1.073, 0.535, -1.063], [2.092, 0.343, -2.558], [-2.335, 3.217, 0.119], [-3.808, -0.545, 2.052], [-2.775, 3.086, 1.579], [3.821, -1.341, 2.196], [4.311, -1.139, 1.387], [-1.588, 2.153, 2.014], [3.701, -0.982, 0.680], [-0.063, -1.663, 0.017], [-1.017, -2.190, -2.812], [-0.464, -0.954, -0.529], [-2.579, 2.934, -2.051], [-1.966, 2.242, -1.775], [-3.302, 2.783, -1.429], [2.412, -0.529, -2.801], [1.964, -1.617, 2.960], [1.933, -0.660, -3.626], [-2.902, 2.710, 0.712], [-2.887, -0.802, 2.027], [0.844, -1.339, -0.059], [0.142, 2.533, -1.103], [0.844, 1.959, -0.763], [-3.916, 0.330, 1.672], [-0.009, -1.370, 3.189], [-0.107, -2.299, 3.004], [-0.310, -0.785, 2.489], [2.099, -4.053, 0.093], [2.776, -4.486, 0.631], [2.372, -3.157, 0.317], [-1.591, -2.862, -3.200], [-1.056, -3.646, -3.020], [1.885, 3.619, -3.445], [2.350, -2.345, 3.440], [-0.552, 1.785, -1.354], [2.441, -2.130, 4.370], [-0.717, 1.727, 2.014], [-1.931, 0.093, -1.079], [-0.486, 1.512, 1.112]], "mulliken_spin": [0.0202, -0.0058, 0.8997, -0.0007, -0.0010, 0.0001, 0.0000, 0.0000, 0.0000, -0.0002, 0.0000, 0.0248, 0.0002, -0.0074, 0.0018, -0.0048, -0.0004, 0.0006, 0.0001, 0.0003, 0.0027, -0.0002, -0.0021, 0.0968, -0.0055, 0.0001, -0.0003, -0.0001, 0.0000, 0.0001, 0.0000, 0.0000, 0.0004, 0.0000, -0.0010, 0.0000, 0.0055, 0.0000, 0.0034, -0.0276, 0.0000]}

---

{"formula": "H27O17S", "method": "wB97M-V/def2-TZVPD", "max_force_ev_per_a": 4.92, "de_lowest_kcal_mol": 0.00, "gap_ev": 8.683, "lumo_energy_ev": 1.421, "charge": -1, "symbols": ["O", "H", "H", "H", "S", "O", "O", "O", "O", "O", "H", "H", "O", "H", "H", "O", "H", "H", "O", "H", "H", "O", "H", "H", "O", "H", "H", "O", "H", "H", "O", "H", "H", "O", "H", "H", "O", "H", "H", "O", "H", "H", "O", "H", "H"], "positions_angstrom": [[-2.965, -0.908, -2.080], [-2.670, -0.265, -1.242], [-2.134, -1.521, -2.450], [-3.567, -0.511, -2.748], [-0.255, 0.339, -0.007], [0.360, -0.491, 1.040], [0.294, 0.061, -1.286], [-1.688, 0.046, -0.142], [-0.064, 1.698, 0.361], [0.480, 1.165, -3.463], [0.269, 0.901, -2.553], [1.051, 0.522, -3.882], [2.136, -1.424, -2.418], [2.884, -1.271, -1.790], [1.386, -0.874, -1.817], [-1.024, -1.166, 3.131], [-0.690, -1.908, 3.626], [-0.445, -0.946, 2.381], [-0.927, -2.729, -1.884], [-0.665, -3.538, -2.216], [-0.071, -2.141, -1.893], [-0.637, 3.752, -0.977], [-0.642, 2.951, -0.480], [0.233, 4.069, -0.849], [3.432, -1.049, 0.723], [3.052, -1.863, 0.901], [3.011, -0.482, 1.396], [2.274, 3.009, -0.162], [2.560, 3.016, 0.764], [1.519, 2.403, 0.052], [1.480, -2.913, 0.646], [0.803, -2.298, 1.092], [1.285, -3.750, 1.128], [-3.361, 1.540, 1.220], [-4.292, 1.465, 1.032], [-2.858, 1.190, 0.525], [-2.030, -2.476, 0.629], [-1.740, -1.526, 0.715], [-1.611, -2.636, -0.263], [2.169, 0.417, 2.521], [2.549, 1.249, 2.352], [1.579, 0.085, 1.599], [0.045, 3.307, 2.268], [-0.352, 2.781, 2.958], [-0.160, 2.719, 1.541]], "mulliken_charge": [-0.3767, 0.4634, 0.4578, 0.3864, 0.6853, -0.3940, -0.5850, -0.8691, -0.5341, -0.7821, 0.4927, 0.2856, -0.7755, 0.3404, 0.4561, -0.6491, 0.2654, 0.4514, -0.7306, 0.2260, 0.3775, -0.7162, 0.3080, 0.3378, -0.6591, 0.3653, 0.3915, -0.6942, 0.3437, 0.2403, -0.6471, 0.4011, 0.2793, -0.6388, 0.2764, 0.3716, -0.7880, 0.3175, 0.4678, -0.7923, 0.2464, 0.2601, -0.7336, 0.3752, 0.4954]}

---

{"formula": "H28O14", "method": "wB97M-V/def2-TZVPD", "max_force_ev_per_a": 2.69, "de_lowest_kcal_mol": 56.71, "gap_ev": 9.557, "lumo_energy_ev": -0.805, "symbols": ["O", "H", "H", "O", "H", "H", "O", "H", "H", "O", "H", "H", "O", "H", "H", "O", "H", "H", "O", "H", "H", "O", "H", "H", "O", "H", "H", "O", "H", "H", "O", "H", "H", "O", "H", "H", "O", "H", "H", "O", "H", "H"], "positions_angstrom": [[2.667, 0.477, -0.209], [3.299, -0.208, -0.504], [2.771, 1.234, -0.749], [2.093, -2.460, -0.581], [2.347, -2.692, -1.452], [2.080, -3.268, -0.039], [-2.101, 3.035, -2.676], [-2.395, 3.842, -2.347], [-1.459, 2.812, -2.002], [-2.797, 2.200, 0.331], [-2.819, 1.237, 0.092], [-3.386, 2.275, 1.116], [-1.135, 2.335, 2.579], [-1.794, 2.662, 3.152], [-1.604, 2.271, 1.757], [-0.064, -0.165, 0.135], [-0.396, 0.675, -0.292], [0.870, -0.050, 0.061], [-1.524, -2.982, 0.671], [-0.988, -2.594, -0.060], [-0.987, -3.772, 0.869], [0.478, -1.726, 2.642], [0.086, -1.356, 1.846], [0.571, -1.002, 3.275], [-0.250, -2.397, -1.855], [0.540, -2.487, -1.294], [-0.094, -3.025, -2.557], [-0.166, 2.382, -0.902], [-0.150, 3.046, -0.206], [0.675, 2.398, -1.389], [-2.809, -0.400, -0.240], [-1.845, -0.371, -0.247], [-2.916, -0.665, 0.711], [-1.142, -0.047, -3.077], [-0.308, 0.470, -3.108], [-0.891, -0.738, -2.502], [1.786, 1.809, 2.069], [0.874, 1.713, 1.896], [2.290, 1.385, 1.406], [3.532, -1.657, 1.485], [2.943, -1.781, 0.752], [4.119, -2.414, 1.445]], "mulliken_charge": [-0.5815, 0.2218, 0.2159, -0.7498, 0.2651, 0.3185, -0.5939, 0.3013, 0.3562, -0.7927, 0.4711, 0.2496, -0.6431, 0.2899, 0.3723, 0.6170, -0.0670, 0.0877, -0.6284, 0.2568, 0.2855, -0.6715, 0.2426, 0.3199, -0.7304, 0.5156, 0.2626, -0.6373, 0.2964, 0.2291, -0.7726, 0.2599, 0.3936, -0.6026, 0.2499, 0.3481, -0.6406, 0.2037, 0.4492, -0.6172, 0.3720, 0.2770]}

---

{"formula": "H28O14", "method": "wB97M-V/def2-TZVPD", "max_force_ev_per_a": 2.30, "de_lowest_kcal_mol": 55.81, "gap_ev": 8.248, "lumo_energy_ev": -0.603, "symbols": ["O", "H", "H", "O", "H", "H", "O", "H", "H", "O", "H", "H", "O", "H", "H", "O", "H", "H", "O", "H", "H", "O", "H", "H", "O", "H", "H", "O", "H", "H", "O", "H", "H", "O", "H", "H", "O", "H", "H", "O", "H", "H"], "positions_angstrom": [[21.415, -6.261, 14.966], [21.365, -5.566, 14.297], [20.616, -6.226, 15.472], [20.270, -2.010, 13.276], [19.564, -2.467, 13.748], [20.202, -1.193, 13.735], [20.618, -8.028, 13.172], [21.135, -7.487, 13.772], [20.672, -7.560, 12.352], [18.127, -6.449, 11.687], [18.025, -5.511, 11.784], [17.363, -6.700, 11.230], [21.758, -5.611, 8.661], [21.132, -5.999, 9.297], [21.915, -4.758, 9.103], [23.334, -7.048, 12.598], [23.152, -6.895, 11.672], [23.429, -6.238, 13.063], [20.875, -4.727, 12.845], [20.750, -4.875, 11.929], [21.460, -3.999, 12.937], [17.767, -3.994, 12.383], [18.048, -4.071, 13.297], [16.995, -3.432, 12.462], [22.994, -3.780, 10.394], [23.972, -3.808, 10.545], [22.919, -2.886, 10.041], [23.165, -2.968, 12.857], [23.498, -2.075, 12.712], [22.971, -3.282, 11.981], [22.339, -1.820, 15.435], [23.294, -2.002, 15.481], [22.147, -1.972, 14.527], [24.289, -4.928, 14.381], [24.095, -4.624, 15.291], [24.018, -4.227, 13.788], [20.631, -6.925, 10.578], [20.493, -7.751, 10.065], [19.779, -6.533, 10.802], [19.584, -4.324, 10.309], [19.022, -4.924, 9.824], [19.030, -3.997, 11.045]], "mulliken_charge": [-0.7126, 0.3746, 0.2934, -0.5433, 0.2621, 0.2685, -0.7114, 0.4534, 0.3810, -0.5917, 0.3628, 0.2995, -0.7040, 0.4505, 0.3241, -0.5958, 0.2870, 0.2610, -0.1785, 0.1774, 0.3142, -0.6605, 0.2652, 0.2719, -0.7469, 0.3374, 0.3134, -0.6885, 0.2565, 0.2702, -0.6377, 0.3187, 0.3218, -0.6452, 0.2926, 0.4044, -0.7408, 0.2730, 0.2828, -0.6072, 0.3134, 0.3334]}